No. 1
Here is the molecule C4H8N2O2S in a non-equilibrium geometry from the OMol25 dataset. Energies are from the ωB97M-V functional and the def2-TZVPD basis.

**SMILES string**: CC(C)=C(SN)[N+](=O)[O-]
**Lowest unoccupied orbital energy**: -0.3 eV
**DFT total energy**: -22183.074 eV
**Total charge**: 0
**Kohn-Sham gap**: 8.3 eV
**Energy above the lowest of the compared OMol25 structures with the same formula, charge and spin**: 121.8 kcal/mol
**2S+1**: 1

Last column: Mulliken charge in e.
Atoms and positions in Å:
1 C 1.52698 1.15969 0.30180  -1.169
2 C 0.85363 -0.19805 0.25535  0.809
3 C 1.68583 -1.38976 0.18143  -1.106
4 C -0.57919 -0.18017 0.35947  -0.221
5 S -1.55578 1.32293 0.62464  -0.076
6 N -2.08915 1.40306 -1.00803  -0.534
7 N -1.49732 -1.30205 0.09445  1.059
8 O -2.65991 -1.01821 0.05563  -0.670
9 O -0.95188 -2.34938 -0.14977  -0.670
10 H 2.09374 1.31072 -0.51348  0.437
11 H 0.66260 1.76184 0.37328  0.319
12 H 1.98185 1.11989 1.33577  0.283
13 H 2.08802 -1.45425 1.20852  0.299
14 H 1.12940 -2.16783 -0.19865  0.439
15 H 2.56330 -1.16524 -0.52610  0.273
16 H -2.91351 0.72980 -1.24122  0.267
17 H -2.33861 2.41700 -1.15308  0.263

Forces on the atoms, in the same order (eV/Å):
C -2.5 -2.6 4.5
C -4.5 1.0 -0.2
C 2.6 2.0 -0.5
C 2.7 1.6 0.3
S 0.5 -1.3 -0.4
N -1.9 0.7 -0.8
N 2.5 1.5 0.2
O -1.3 -1.2 -0.2
O -0.8 -1.5 -0.2
H 2.4 0.6 -2.5
H -0.1 1.6 -0.2
H 0.4 0.6 -1.3
H 0.0 -0.7 -0.4
H -0.7 -2.1 -0.2
H -1.1 -0.4 1.1
H 1.7 1.9 0.9
H 0.1 -1.7 -0.2

***

No. 2
Here is a structure of composition C4H8N2O2 in a non-equilibrium geometry from the OMol25 dataset. Energies are from the ωB97M-V functional and the def2-TZVPD basis.

**Lowest unoccupied orbital energy**: 0.7 eV
**DFT total energy**: -11342.517 eV
**Total charge**: 0
**Kohn-Sham gap**: 9.4 eV
**Energy above the lowest of the compared OMol25 structures with the same formula, charge and spin**: 267.4 kcal/mol
**2S+1**: 1

Last column: Mulliken charge in e.
Atoms and positions in Å:
1 C -1.96582 1.05755 0.85528  -0.585
2 C 0.41204 0.20024 0.09423  0.404
3 C 0.13337 -1.93218 -0.39916  -0.274
4 C 1.53270 -1.38343 -0.99761  -0.332
5 H -2.04941 1.12208 2.20164  0.192
6 H -1.72229 -0.14383 0.49187  0.278
7 H -3.04220 1.28145 0.64923  0.285
8 H -0.72539 2.95618 0.89446  0.333
9 H -0.82888 -2.69061 -0.96921  0.270
10 H 0.29446 -2.08165 0.92503  0.269
11 H 2.54959 -2.27792 -1.08392  0.292
12 H 1.19700 -0.64927 -2.09602  0.272
13 N -1.06705 2.01049 0.28953  -0.374
14 N 0.31691 1.40981 0.31148  -0.303
15 O -0.57088 -0.53062 -0.70849  -0.372
16 O 1.68393 -0.60833 0.39141  -0.355

Forces on the atoms, in the same order (eV/Å):
C -2.2 -2.2 4.3
C 0.7 -1.2 -1.4
C -3.2 -0.6 -0.9
C 0.6 -2.3 0.8
H 0.7 -0.4 -3.7
H -1.2 4.2 1.4
H 1.0 0.0 -0.4
H -2.3 -3.5 -1.9
H 3.7 1.9 1.7
H -0.9 0.1 -4.5
H -3.4 3.2 0.2
H 1.7 -2.3 3.8
N 4.2 2.0 0.9
N -1.0 1.1 1.3
O 4.2 -2.2 3.5
O -2.8 2.4 -5.1

***

No. 3
Here is a structure of composition C25H35AsBrI3IrN2O2Si3 from the OMol25 dataset. Energies are from the ωB97M-V functional and the def2-TZVPD basis.

**Lowest unoccupied orbital energy (alpha / beta)**: -3.4 / -5.5 eV
**DFT total energy**: -215219.799 eV
**Total charge**: +1
**Kohn-Sham gap (alpha / beta)**: 6.3 / 5.6 eV
**Energy above the lowest of the compared OMol25 structures with the same formula, charge and spin**: 0.0 kcal/mol
**2S+1**: 5

Last column: Mulliken charge in e.
Atoms and positions in Å:
1 Ir 0.40639 0.04833 0.40628  1.444
2 I -2.70870 -4.40992 1.31853  0.167
3 C -2.01183 -3.04415 2.68727  -0.435
4 C -2.32934 -3.15876 4.02919  -0.414
5 C -1.84620 -2.25851 4.96776  -0.181
6 I -2.38154 -2.54448 6.93999  0.197
7 C -0.99242 -1.16718 4.58093  1.073
8 C -0.42715 -0.23383 5.46677  -0.584
9 C 0.39350 0.74988 4.97632  -1.591
10 C 0.63228 0.81559 3.60283  -0.202
11 N 0.10069 -0.04604 2.75152  -0.051
12 C -0.68000 -1.02579 3.22300  -0.103
13 C -1.17770 -1.97016 2.21798  0.026
14 O -0.86929 -1.82965 1.02386  -0.592
15 H -2.96167 -3.97358 4.35415  0.387
16 H -0.62979 -0.30418 6.52701  0.276
17 H 0.85767 1.47098 5.63369  0.507
18 H 1.27333 1.57775 3.17795  0.897
19 Br 0.53760 4.22313 1.51329  -0.078
20 C -0.74491 3.70052 2.79553  0.244
21 C -0.66933 4.26162 4.06479  -0.458
22 C -1.56529 3.87449 5.04848  -0.608
23 C -2.53879 2.92407 4.77289  -0.745
24 C -2.62062 2.36529 3.50746  -0.332
25 C -1.72549 2.75504 2.51735  0.105
26 I -1.90383 1.87535 0.63249  0.169
27 H 0.09135 5.00241 4.27149  0.426
28 H -1.50383 4.32400 6.03098  0.428
29 H -3.24213 2.62212 5.53764  0.443
30 H -3.38259 1.63016 3.28352  0.493
31 C -2.90378 0.05747 -2.47881  -0.928
32 Si -1.51225 -1.04709 -3.06224  0.415
33 C -1.76454 -2.78796 -2.44085  -0.574
34 C -1.37196 -1.00004 -4.92144  -1.023
35 As 0.49498 -0.27980 -2.06209  0.168
36 Si 1.27787 1.74153 -3.04329  0.231
37 C 1.55438 1.48884 -4.87207  -0.998
38 C -0.03870 3.02828 -2.72934  -0.761
39 C 2.85039 2.20582 -2.16109  -0.774
40 Si 2.08561 -2.03674 -2.27577  0.257
41 C 3.77995 -1.31775 -1.99134  -0.990
42 C 1.66172 -3.26029 -0.92955  -0.906
43 C 1.94806 -2.80542 -3.97307  -0.978
44 H -3.81179 -0.16776 -3.04564  0.382
45 H -2.68433 1.11793 -2.61955  0.211
46 H -3.12824 -0.11938 -1.42399  0.182
47 H -2.75211 -3.14839 -2.74362  0.453
48 H -1.70550 -2.82897 -1.35111  -0.224
49 H -1.02157 -3.47379 -2.85224  0.242
50 H -2.26701 -1.45602 -5.35513  0.389
51 H -0.50528 -1.55780 -5.28061  0.301
52 H -1.30264 0.01959 -5.30256  0.259
53 H 0.61289 1.37750 -5.41182  0.285
54 H 2.17191 0.61209 -5.07612  0.270
55 H 2.07017 2.36129 -5.28299  0.407
56 H -1.01036 2.75187 -3.14282  0.262
57 H 0.26276 3.96983 -3.19738  0.398
58 H -0.15813 3.21143 -1.65961  0.038
59 H 3.69325 1.58504 -2.46806  0.275
60 H 2.73840 2.12233 -1.07798  0.115
61 H 3.09556 3.24436 -2.40265  0.429
62 H 3.79928 -0.68657 -1.10061  0.231
63 H 4.12375 -0.72878 -2.84462  0.261
64 H 4.49095 -2.13568 -1.84386  0.413
65 H 1.85073 -2.82671 0.05653  0.216
66 H 2.29268 -4.14793 -1.03126  0.471
67 H 0.61770 -3.57653 -0.96450  0.197
68 H 2.08593 -2.06746 -4.76551  0.258
69 H 0.98357 -3.29391 -4.12305  0.263
70 H 2.72552 -3.56574 -4.09024  0.399
71 O 3.84088 0.25165 2.73991  -0.605
72 C 3.09672 0.38645 1.83734  0.828
73 N 2.35216 0.52875 0.90375  -0.656

Forces on the atoms, in the same order (eV/Å):
Ir -0.1 0.0 0.0
I 0.0 0.0 0.0
C 0.0 0.0 0.0
C 0.0 0.0 0.0
C 0.0 0.0 0.0
I 0.0 0.0 0.0
C 0.0 0.0 0.0
C 0.0 0.0 0.0
C 0.0 0.0 0.0
C 0.0 0.0 0.0
N 0.0 0.0 0.0
C 0.0 0.0 0.0
C 0.0 0.0 0.1
O 0.0 0.0 -0.1
H 0.0 0.0 0.0
H 0.0 0.0 0.0
H 0.0 0.0 0.0
H 0.0 0.0 0.0
Br 0.0 0.0 0.0
C 0.0 0.0 0.0
C 0.0 0.0 0.0
C 0.0 0.0 0.0
C 0.0 0.0 0.0
C 0.0 0.0 0.0
C 0.0 0.0 0.0
I 0.0 0.0 0.0
H 0.0 0.0 0.0
H 0.0 0.0 0.0
H 0.0 0.0 0.0
H 0.0 0.0 0.0
C 0.0 0.0 0.0
Si 0.0 0.0 0.0
C 0.0 0.0 0.0
C 0.0 0.0 0.0
As 0.0 0.0 0.0
Si 0.0 0.0 0.0
C 0.0 0.0 0.0
C 0.0 0.0 0.0
C 0.0 0.0 0.0
Si 0.0 0.0 0.0
C 0.0 0.0 0.0
C 0.0 0.0 0.0
C 0.0 0.0 0.0
H 0.0 0.0 0.0
H 0.0 0.0 0.0
H 0.0 0.0 0.0
H 0.0 0.0 0.0
H 0.0 0.0 0.0
H 0.0 0.0 0.0
H 0.0 0.0 0.0
H 0.0 0.0 0.0
H 0.0 0.0 0.0
H 0.0 0.0 0.0
H 0.0 0.0 0.0
H 0.0 0.0 0.0
H 0.0 0.0 0.0
H 0.0 0.0 0.0
H 0.0 0.0 0.0
H 0.0 0.0 0.0
H 0.0 0.0 0.0
H 0.0 0.0 0.0
H 0.0 0.0 0.0
H 0.0 0.0 0.0
H 0.0 0.0 0.0
H 0.0 0.0 0.0
H 0.0 0.0 0.0
H 0.0 0.0 0.0
H 0.0 0.0 0.0
H 0.0 0.0 0.0
H 0.0 0.0 0.0
O 0.0 0.1 0.0
C 0.0 -0.1 0.0
N 0.1 0.0 0.1

***

No. 4
Here is a cluster of 17 separate species, C17H68O17 in total in a non-equilibrium geometry from the OMol25 dataset. Energies are from the ωB97M-V functional and the def2-TZVPD basis.

**Lowest unoccupied orbital energy**: 0.1 eV
**DFT total energy**: -53530.629 eV
**Total charge**: 0
**Kohn-Sham gap**: 9.8 eV
**Energy above the lowest of the compared OMol25 structures with the same formula, charge and spin**: 57.9 kcal/mol
**2S+1**: 1

Last column: Mulliken charge in e.
Atoms and positions in Å:
1 C 3.75425 -2.30554 1.26723  -0.973
2 O 2.67514 -1.38373 1.14413  0.045
3 H 4.63970 -1.93128 1.78106  0.286
4 H 3.39197 -3.11915 1.89564  0.293
5 H 4.04058 -2.73397 0.30673  0.349
6 H 2.92160 -0.90611 0.34869  0.060
7 C 3.72008 3.75125 0.08581  -0.368
8 O 4.82463 4.51189 -0.46172  -0.558
9 H 2.83371 3.85842 -0.53947  0.178
10 H 3.88925 2.67464 0.06591  0.150
11 H 3.40017 4.06505 1.07943  0.296
12 H 5.58703 3.93716 -0.36162  0.324
13 C 0.26246 -4.19022 3.82260  -0.391
14 O 1.36799 -3.37128 4.06300  -0.540
15 H -0.64352 -3.65190 4.10096  0.128
16 H 0.20689 -4.50829 2.78152  0.159
17 H 0.21013 -5.13309 4.36700  0.348
18 H 1.21990 -2.46500 3.78315  0.377
19 C 4.73834 -0.72329 -1.90884  -0.927
20 O 3.69837 -0.04496 -1.30556  -0.207
21 H 5.46507 -0.01963 -2.31481  0.294
22 H 5.21798 -1.35535 -1.16148  0.287
23 H 4.49661 -1.38373 -2.74161  0.366
24 H 3.08200 0.35257 -1.92497  0.218
25 C 0.04692 0.65482 0.28980  0.121
26 O -1.28420 0.06245 0.07749  -0.300
27 H 0.05766 1.67854 -0.08434  -0.075
28 H 0.24418 0.67958 1.36151  0.248
29 H 0.85706 0.10751 -0.19210  -0.288
30 H -1.24075 -0.84674 -0.22761  0.168
31 C 0.26024 5.11072 -4.79738  -0.367
32 O -0.06712 6.40468 -4.52151  -0.529
33 H -0.65914 4.75358 -5.26135  0.259
34 H 1.09912 4.91995 -5.46670  0.251
35 H 0.47407 4.61563 -3.85013  0.082
36 H 0.55357 6.83388 -3.92811  0.306
37 C 2.81091 0.58515 4.08161  -0.632
38 O 1.97633 -0.50489 3.61445  -0.286
39 H 3.80769 0.36425 4.46334  0.282
40 H 3.00103 1.33376 3.31250  0.140
41 H 2.28436 1.08240 4.89622  0.305
42 H 2.28726 -0.67695 2.72265  0.254
43 C -0.87981 4.82029 0.41425  -0.206
44 O 0.14070 5.84125 0.21206  -0.527
45 H -1.56736 4.88753 -0.42887  0.166
46 H -0.30903 3.90153 0.27940  -0.005
47 H -1.46875 4.93649 1.32406  0.353
48 H 0.31693 6.22671 1.07344  0.291
49 C -1.08770 -1.00663 6.42734  -0.268
50 O -0.35508 0.20131 6.10635  -0.536
51 H -1.35495 -1.40229 5.44748  -0.034
52 H -0.51462 -1.69094 7.05296  0.259
53 H -1.94393 -0.74402 7.04863  0.262
54 H 0.45338 -0.01715 5.63702  0.266
55 C 0.34595 -3.24346 -0.20568  -0.330
56 O -0.79913 -2.51397 -0.63401  -0.340
57 H 0.44136 -3.04733 0.86228  -0.245
58 H 0.32104 -4.32197 -0.36150  0.399
59 H 1.18465 -2.86055 -0.78711  0.160
60 H -1.28974 -2.98453 -1.31186  0.274
61 C -5.11571 -3.85232 2.03818  0.015
62 O -5.58579 -4.40458 3.25897  -0.558
63 H -4.52384 -4.57343 1.47446  0.254
64 H -5.98100 -3.56550 1.44059  0.258
65 H -4.55385 -2.94496 2.25981  -0.213
66 H -5.53373 -3.70329 3.91250  0.309
67 C -5.02863 -1.80277 -0.93360  -0.188
68 O -6.33587 -1.54630 -0.44681  -0.587
69 H -4.51514 -2.45231 -0.22471  0.076
70 H -5.07134 -2.21185 -1.94302  0.210
71 H -4.41734 -0.90228 -0.99311  0.154
72 H -6.37212 -1.36090 0.49441  0.326
73 C 4.08023 3.12670 -3.95340  -0.282
74 O 4.36112 4.41552 -3.55081  -0.536
75 H 3.11873 2.77600 -3.57840  -0.127
76 H 4.08856 3.00330 -5.03636  0.367
77 H 4.88054 2.44922 -3.65572  0.270
78 H 4.33927 4.37572 -2.59189  0.293
79 C -4.51535 2.44429 -2.35504  -0.390
80 O -5.09152 2.24664 -3.64988  -0.533
81 H -3.43946 2.32014 -2.47818  0.175
82 H -4.61480 3.47500 -2.01467  0.284
83 H -4.92709 1.72703 -1.64505  0.175
84 H -4.98115 3.04573 -4.17033  0.292
85 C -2.12897 -1.23314 2.50466  0.271
86 O -2.64905 0.00183 2.63287  -0.605
87 H -2.85684 -1.79205 3.09284  0.158
88 H -2.18487 -1.61846 1.48656  -0.093
89 H -1.14621 -1.27018 2.97466  -0.055
90 H -2.27919 0.61697 1.99537  0.335
91 C -1.35360 -4.13202 -3.44498  -0.816
92 O -2.21832 -3.34789 -2.72470  -0.497
93 H -1.96947 -4.93671 -3.84655  0.388
94 H -0.88338 -3.70095 -4.32882  0.265
95 H -0.56565 -4.59977 -2.85468  0.286
96 H -3.05005 -3.35590 -3.20404  0.311
97 C 0.82031 -0.43244 -3.02067  -0.576
98 O 1.60882 0.74326 -2.88582  -0.338
99 H 0.93548 -1.11976 -2.18256  -0.075
100 H -0.25959 -0.30327 -3.09307  0.346
101 H 1.09729 -0.98040 -3.92130  0.453
102 H 1.67513 1.31106 -3.65706  0.124

Forces on the atoms, in the same order (eV/Å):
C -0.3 -1.1 0.8
O 0.8 -0.2 -0.2
H 0.0 0.5 -0.1
H 0.0 -0.1 0.0
H 0.0 0.1 -0.1
H -0.3 0.8 -0.5
C -0.5 -0.1 -0.5
O -0.8 -0.8 0.3
H 0.1 0.4 -0.2
H 0.4 0.0 0.2
H 0.5 0.1 0.1
H 0.2 0.2 0.0
C -1.1 0.2 -0.4
O 1.0 -0.7 0.5
H -0.3 -0.1 -0.2
H -0.1 0.2 -0.3
H 0.8 0.2 0.5
H -0.2 0.2 0.0
C 1.2 -0.3 -0.6
O -0.7 -0.1 1.3
H 0.3 0.0 0.1
H 0.1 0.2 0.0
H -0.6 -0.1 -0.1
H -0.4 0.2 -0.6
C -1.2 -0.7 0.0
O 1.1 1.9 0.1
H -0.2 -0.1 -0.1
H 0.1 0.0 0.1
H -0.2 -0.2 -0.1
H 0.6 -0.4 -0.1
C -0.3 -1.4 0.3
O -0.2 2.6 0.0
H 0.2 -0.8 0.0
H 0.2 0.4 -0.2
H -0.1 -0.7 0.0
H 0.2 -0.1 0.0
C -0.7 0.2 0.2
O 1.0 1.1 0.9
H 0.0 -0.9 0.0
H -0.4 0.0 -0.3
H -0.1 0.0 0.0
H -0.1 -0.4 -0.7
C 1.0 0.5 -1.3
O -0.8 0.0 0.5
H -0.1 0.1 0.0
H -0.6 -0.5 0.7
H 0.4 -0.2 0.1
H 0.1 0.1 0.0
C 0.8 1.0 -0.5
O -0.4 0.0 0.9
H -0.5 -0.7 0.4
H 0.3 -0.2 -0.3
H -0.1 0.3 -0.5
H -0.1 -0.3 -0.1
C 0.0 0.5 0.0
O 0.0 -0.4 0.3
H 0.4 0.0 -0.1
H -0.5 -0.1 -0.1
H 0.5 -0.1 0.4
H -0.3 0.1 -0.2
C -0.6 0.4 0.2
O 0.2 -0.2 0.2
H 0.1 0.0 0.2
H 0.0 0.0 -0.3
H 0.3 -0.1 -0.4
H -0.1 -0.2 0.1
C 0.2 0.4 1.0
O -0.5 0.0 -0.8
H 0.2 -0.4 -0.4
H -0.3 -0.2 0.2
H 0.0 0.3 0.0
H 0.5 0.0 0.0
C 0.3 -1.2 -0.7
O -0.1 0.7 -0.1
H -0.1 -0.1 0.1
H -0.2 0.6 -0.2
H 0.0 -0.4 0.4
H 0.3 0.6 0.5
C 0.7 0.4 -0.9
O -0.5 -0.1 0.3
H 0.2 -0.4 0.5
H -0.5 0.0 0.2
H 0.0 0.1 -0.2
H 0.0 0.0 0.1
C -0.5 -1.7 0.5
O -1.2 3.2 0.1
H 0.5 -0.9 0.2
H 0.5 -0.2 0.0
H 0.4 -0.5 -0.3
H 0.2 -0.2 -0.3
C 0.4 -2.2 -1.7
O -0.6 1.3 0.6
H 0.4 -0.6 -0.2
H 0.1 0.7 0.1
H -0.1 0.3 0.4
H -0.2 0.3 0.3
C -0.4 -0.6 -1.0
O 0.1 -0.1 1.0
H 0.5 0.5 0.2
H 0.0 0.7 0.1
H 0.2 -0.1 -0.1
H -0.5 -0.4 -0.3